{
  "formula": "CH4I2OSi",
  "method": "ωB97M-V/def2-TZVPD",
  "energy_ha": -1000.58980,
  "orbital_gap_ev": 8.89,
  "species": ["C", "O", "Si", "I", "I", "H", "H", "H", "H"],
  "xyz": [[-1.06, -0.59, 0.07], [0.27, -0.50, 0.50], [1.29, 0.74, 0.05], [-1.43, -0.82, -1.99], [-1.95, -2.34, 1.20], [-1.40, 0.33, 0.37], [2.40, 0.26, 0.86], [0.57, 1.94, 0.45], [1.31, 0.97, -1.51]],
  "lowdin_charge": [-1.265, -0.558, 0.577, 0.776, 0.646, -0.024, -0.041, -0.062, -0.048]
}